DFT (ωB97M-V/def2-TZVPD) results for a 2-piece molecular cluster, C9H19NOS overall in a non-equilibrium geometry.

Summary:
* E_LUMO (alpha / beta): -0.71 / -0.17 eV
* energy above the lowest of the compared OMol25 structures with the same formula, charge and spin: 8.1205 eV
* frontier orbital gap (alpha / beta): 0.280 / 0.284 Ha

Geometry as XYZ:
```
31
C9H19NOS | the OMol25 dataset | ωB97M-V/def2-TZVPD
C 1.209 -2.366 0.274
C 2.618 -2.289 0.717
C 1.467 -2.525 1.730
C 1.559 2.860 0.058
C -0.875 3.069 -1.077
C -2.254 -0.571 -1.181
C -1.694 -1.810 0.905
C 0.268 2.171 -0.564
C -1.326 -1.591 -0.562
N -0.180 1.434 0.571
O 0.758 -0.529 -1.650
S 0.388 -0.954 -0.282
H 3.192 -3.087 0.390
H 3.039 -1.380 0.688
H 1.259 -1.890 2.485
H 1.548 -3.455 2.154
H 2.280 2.149 0.392
H 2.064 3.378 -0.652
H 1.349 3.589 0.784
H -0.957 3.850 -0.449
H -1.865 2.566 -1.244
H -0.539 3.417 -1.998
H -2.238 -0.720 -2.211
H -3.225 -0.681 -0.885
H -2.049 0.531 -0.944
H -1.283 -1.196 1.643
H -1.401 -2.927 1.261
H -2.828 -1.781 0.975
H 0.668 1.687 -1.488
H -1.252 -2.556 -1.273
H 0.299 1.604 1.436
```

DFT (ωB97M-V/def2-TZVPD) results for C12H11CuF6N2O7S3 as an isolated structure in a non-equilibrium geometry.

Summary:
* E_LUMO: 4.45 eV
* energy above the lowest of the compared OMol25 structures with the same formula, charge and spin: 1.6238 eV
* charge: -2
* frontier orbital gap: 0.200 Ha

Geometry as XYZ:
```
42
C12H11CuF6N2O7S3 | the OMol25 dataset | ωB97M-V/def2-TZVPD
Cu 0.810 -0.436 0.263
O 1.474 -2.373 3.584
C 0.848 -1.915 2.624
O 0.974 -0.739 2.167
C -0.203 -2.838 2.010
C -1.109 -3.381 2.908
C -2.071 -4.299 2.520
C -2.119 -4.698 1.194
C -1.247 -4.150 0.278
C -0.287 -3.204 0.656
S 0.758 -2.586 -0.603
H -1.040 -3.073 3.943
H -2.768 -4.707 3.243
H -2.843 -5.443 0.874
H -1.292 -4.437 -0.764
C 0.492 0.076 -2.951
N 1.908 0.346 -2.909
C 2.589 0.358 -4.170
C 2.513 0.736 -1.775
O 1.995 0.896 -0.670
H 0.298 -0.675 -3.715
H -0.073 0.991 -3.144
H 0.186 -0.307 -1.972
H 2.132 1.098 -4.836
H 2.528 -0.626 -4.642
H 3.639 0.617 -4.027
H 3.598 0.892 -1.903
F 1.326 4.454 1.146
C 1.529 3.220 0.640
F 1.903 2.446 1.632
F 2.584 3.377 -0.182
S -0.018 2.705 -0.344
O -0.525 1.437 0.089
O 0.361 2.869 -1.718
N -1.042 3.858 0.023
S -1.691 3.661 1.444
O -2.573 4.759 1.739
O -0.775 3.278 2.472
C -2.914 2.209 1.250
F -2.524 1.058 1.764
F -3.265 2.021 -0.029
F -4.065 2.525 1.892
```

DFT (ωB97M-V/def2-TZVPD) results for one molecule with the formula C4H7ClN2 in a non-equilibrium geometry.

Summary:
* E_LUMO (alpha / beta): -0.19 / -0.19 eV
* energy above the lowest of the compared OMol25 structures with the same formula, charge and spin: 3.9879 eV
* frontier orbital gap (alpha / beta): 0.284 / 0.284 Ha
* structure (SMILES): C=C(C)/C(N)=N/Cl

Geometry as XYZ:
```
14
C4H7ClN2 | the OMol25 dataset | ωB97M-V/def2-TZVPD
C -1.623 0.723 0.214
C -0.615 -0.133 0.032
C -0.775 -1.673 -0.228
C 0.767 0.303 0.052
N 1.145 1.533 -0.267
N 1.781 -0.762 0.688
Cl 3.370 -0.350 0.350
H -2.684 0.527 0.053
H -1.459 1.802 0.313
H -1.092 -2.406 0.664
H 0.231 -1.972 -0.562
H -1.452 -1.732 -1.048
H 0.390 2.211 -0.331
H 2.015 1.929 0.068
```

DFT (ωB97M-V/def2-TZVPD) results for one molecule with the formula C5H8 in a non-equilibrium geometry.

Summary:
* E_LUMO (alpha / beta): -0.17 / -0.24 eV
* energy above the lowest of the compared OMol25 structures with the same formula, charge and spin: 4.2948 eV
* frontier orbital gap (alpha / beta): 0.278 / 0.282 Ha

Geometry as XYZ:
```
13
C5H8 | the OMol25 dataset | ωB97M-V/def2-TZVPD
C -0.259 0.891 0.225
C -1.616 0.934 -0.143
C 0.664 -0.028 -0.149
C -2.337 -0.372 -0.059
C 2.141 0.152 -0.088
H 0.276 1.749 0.513
H 0.160 -0.848 -0.753
H -1.630 -1.202 -0.283
H -3.129 -0.254 -0.721
H -2.789 -0.793 0.941
H 2.633 -0.075 -0.991
H 2.355 -0.596 0.676
H 2.293 1.167 0.342
```